Computed, not measured: a gas-phase ion, C5H10NO (charge +1) at a distorted geometry, with the ωB97M-V functional and the def2-TZVPD basis.

```
! RIJCOSX wB97M-V def2-TZVPD def2/J DEFGRID3
* xyz 1 1
C -0.147 1.144 0.481
H -2.215 0.285 0.800
H 1.314 -0.026 -0.426
H 1.615 2.756 -1.205
C -0.840 -1.291 0.857
O 1.121 -1.855 -0.432
N 0.883 0.932 -0.519
H -0.199 -1.169 1.731
H -0.427 -3.108 -0.392
H 0.234 1.092 1.501
H -1.503 0.016 -0.765
H -0.450 2.195 0.456
H -1.773 -1.818 0.971
C -1.279 0.126 0.303
C 0.013 -2.165 -0.043
C 1.475 1.690 -1.326
H 2.177 1.195 -1.992
*
```

As for the orbital gap: 0.3389 hartree. As for the HOMO energy: -0.52437 Ha. The SMILES is C=[NH+]CCCC=O. The energy above the lowest of the compared OMol25 structures with the same formula, charge and spin is 193.85 kJ/mol. The value obtained for the total energy is -326.2080 Eh.